13
Properties=species:S:1:pos:R:3:forces:R:3 method="wB97M-V/def2-TZVPD" charge=0 de_lowest_kcal_mol=84.02 max_force_ev_per_a=0.38 homo_energy_ev=-7.93
C 1.929 0.199 0.047 0.064 0.022 0.011
C 0.428 0.103 0.152 0.262 -0.092 -0.265
C -0.348 -0.955 -0.403 0.052 0.080 0.039
N -1.610 -0.533 -0.391 0.000 -0.023 0.032
C -1.713 0.733 0.141 -0.096 0.174 0.035
C -0.470 1.279 0.460 -0.166 -0.166 -0.132
H 2.285 1.018 0.675 -0.060 -0.106 -0.052
H 2.434 -0.725 0.344 -0.073 0.091 -0.032
H 2.216 0.429 -0.983 -0.035 -0.021 0.111
H -0.073 -1.927 -0.786 -0.010 0.087 0.020
H -2.391 -1.102 -0.686 0.024 0.027 0.033
H -2.697 1.182 0.203 0.135 -0.059 0.013
H 0.079 0.209 1.278 -0.097 -0.014 0.186